Density functional theory data (ωB97M-V/def2-TZVPD) for 2 unconnected molecules or ions with the total composition C5H14N2O in a non-equilibrium geometry.

Values from the calculation:
- Orbital gap (alpha / beta): 6.14 / 5.46 eV
- <S²>: 0.75
- LUMO energy (alpha / beta): 0.1302 / 0.1054 Ha

ORCA input file:
```
! RIJCOSX wB97M-V def2-TZVPD def2/J DEFGRID3
* xyz -1 2
C -0.20026 0.32451 0.83941
H 1.73106 -0.62830 -2.79881
H -2.46369 -0.17546 -1.64390
N -1.63442 -0.48296 -1.12399
H 1.83433 -0.84530 -0.32623
H -1.88205 1.36198 0.02592
H 0.57076 1.94864 -0.51935
H 2.82368 0.53075 -0.91130
H 1.62676 1.29524 0.78900
O 2.60226 -0.48644 1.60737
C -2.51098 -0.42675 1.18085
H -0.22995 0.76776 1.83292
H -2.57439 -1.50602 1.11054
C 0.90595 1.04950 -0.00643
H -1.97628 -1.30400 -0.63080
C -1.63768 0.33793 0.33292
H 0.21273 -0.40146 -2.07768
H 2.96033 -0.73487 2.46808
H 0.15039 -0.69743 1.06203
C 1.79140 0.10995 -0.84839
H -3.27420 -0.01722 1.83902
N 1.17424 -0.02006 -2.20117
*
```

Table of Löwdin atomic charges, one value per atom, all in e: C -0.204; H 0.026; H 0.046; N 0.027; H 0.063; H 0.124; H 0.091; H 0.105; H 0.069; O -0.522; C 0.024; H 0.100; H 0.051; C -0.220; H 0.014; C -0.396; H 0.010; H -0.180; H 0.104; C -0.317; H 0.045; N -0.060